{
  "formula": "C17H43N8O2P2",
  "method": "ωB97M-V/def2-TZVPD",
  "e_homo_ha": -0.3605,
  "e_tot_ha": -1944.2412,
  "total_charge": 1,
  "largest_force_ev_per_a": 7.2,
  "orbital_gap_ev": 6.3,
  "spin_multiplicity": 1,
  "symbols": ["N", "C", "C", "C", "C", "C", "N", "H", "H", "H", "H", "H", "H", "H", "O", "P", "N", "C", "C", "N", "C", "C", "N", "C", "C", "H", "H", "H", "H", "H", "H", "H", "H", "H", "H", "H", "H", "H", "H", "H", "H", "H", "H", "O", "P", "N", "C", "C", "N", "C", "C", "N", "C", "C", "H", "H", "H", "H", "H", "H", "H", "H", "H", "H", "H", "H", "H", "H", "H", "H", "H", "H"],
  "positions_angstrom": [[-3.133, 1.699, -1.713], [-2.697, 0.814, -0.566], [-2.271, 1.393, 0.783], [-1.844, 0.565, 2.035], [-1.911, -0.980, 1.743], [-2.348, -1.372, 0.322], [-2.741, -0.579, -0.775], [-3.382, 2.612, -1.276], [-4.002, 1.260, -2.095], [-2.407, 1.804, -2.444], [-2.265, 2.538, 0.884], [-1.508, 1.009, 3.025], [-1.644, -1.737, 2.563], [-2.353, -2.507, 0.121], [-1.705, 1.562, -5.675], [-0.511, 0.664, -6.065], [-0.569, 1.080, -7.731], [-1.533, 0.550, -8.674], [-0.412, 2.518, -7.974], [-1.299, -0.800, -5.655], [-1.959, -1.700, -6.575], [-2.010, -0.785, -4.382], [0.898, -0.341, -6.437], [1.871, -0.039, -7.482], [1.488, -1.131, -5.358], [-1.418, 1.003, -9.662], [-2.567, 0.724, -8.347], [-1.373, -0.511, -8.847], [0.363, 2.934, -7.321], [-1.342, 3.067, -7.792], [-0.088, 2.708, -9.002], [-2.855, -1.251, -7.016], [-2.272, -2.622, -6.074], [-1.276, -2.027, -7.360], [-3.013, -0.347, -4.486], [-1.458, -0.201, -3.640], [-2.112, -1.793, -3.972], [1.473, -0.301, -8.465], [2.792, -0.619, -7.372], [2.154, 1.016, -7.474], [1.443, -2.192, -5.617], [0.960, -0.998, -4.412], [2.532, -0.864, -5.165], [-0.410, 0.428, 6.009], [1.109, 0.165, 5.940], [0.951, -1.505, 6.320], [0.709, -2.022, 7.653], [0.111, -2.238, 5.370], [1.491, 1.171, 7.271], [1.715, 0.731, 8.630], [0.839, 2.481, 7.276], [2.851, -0.118, 5.802], [3.449, -1.369, 5.344], [3.718, 1.028, 5.532], [0.583, -3.108, 7.644], [-0.192, -1.587, 8.105], [1.565, -1.857, 8.301], [0.323, -1.916, 4.344], [-0.957, -2.080, 5.563], [0.319, -3.312, 5.410], [0.803, 0.338, 9.089], [2.067, 1.554, 9.261], [2.511, -0.015, 8.674], [-0.174, 2.426, 7.691], [0.770, 2.879, 6.260], [1.415, 3.206, 7.856], [3.430, -2.117, 6.140], [4.503, -1.251, 5.075], [2.935, -1.761, 4.464], [4.433, 1.145, 6.352], [3.156, 1.960, 5.448], [4.276, 0.921, 4.597]],
  "forces_ev_per_angstrom": [[-0.443, -0.700, 1.561], [1.731, -2.780, 4.769], [0.028, -0.867, -0.082], [-1.460, -2.987, -4.829], [-0.638, 4.002, -1.970], [0.362, 0.361, 1.323], [1.063, 2.252, 2.929], [0.221, -0.523, -0.750], [0.811, 0.449, -0.093], [-0.389, -0.079, 0.083], [0.012, -1.889, -0.134], [-0.597, -0.545, -1.486], [-0.512, 1.187, -1.630], [-0.126, 2.086, 0.169], [2.620, 1.326, 2.611], [-4.127, -3.023, -4.812], [0.990, 0.919, -1.271], [-0.221, -0.484, 0.214], [0.101, 0.029, 0.369], [-0.186, -0.891, 1.758], [0.469, -0.310, -0.382], [-0.101, 0.391, -0.152], [0.630, 1.454, 1.701], [0.337, 0.309, -0.499], [0.115, -0.173, 0.516], [0.178, 0.270, 0.225], [-0.069, -0.076, -0.104], [-0.131, -0.128, 0.136], [-0.096, 0.030, 0.024], [0.039, 0.086, 0.038], [-0.043, -0.212, 0.060], [-0.028, -0.021, -0.119], [0.096, 0.197, 0.217], [-0.071, 0.180, -0.098], [-0.111, 0.012, 0.119], [-0.026, -0.004, -0.017], [0.060, -0.033, -0.171], [-0.172, 0.257, 0.154], [-0.180, -0.005, 0.404], [0.018, -0.085, -0.199], [0.036, 0.059, -0.040], [-0.111, -0.087, -0.214], [-0.064, 0.036, -0.147], [0.733, 1.304, -3.767], [-0.495, -2.314, 6.812], [0.206, -1.931, -0.863], [0.125, 0.360, 0.360], [0.064, 0.325, -0.082], [0.367, 1.859, 0.005], [0.611, -0.361, -0.012], [-0.445, -0.203, -0.217], [-0.623, 0.931, -2.058], [0.086, -0.579, -0.214], [0.139, 0.528, -0.140], [-0.076, 0.068, -0.369], [0.019, -0.048, 0.129], [-0.032, 0.194, 0.105], [-0.037, 0.045, 0.003], [-0.074, 0.002, -0.083], [0.094, 0.112, 0.131], [0.005, -0.083, 0.085], [-0.096, 0.120, -0.282], [-0.150, -0.141, -0.019], [-0.020, 0.124, -0.056], [-0.113, -0.053, 0.081], [0.129, -0.208, 0.061], [-0.305, 0.083, -0.116], [-0.157, 0.403, -0.027], [0.091, -0.171, 0.106], [-0.013, -0.057, -0.048], [-0.003, -0.155, 0.225], [-0.046, -0.141, 0.067]]
}